Record 1
The following is a DFT calculation (ωB97M-V/def2-TZVPD) of a molecular structure, C3H6O.

For the HOMO energy, the calculation gives -9.37 eV. For the LUMO energy, the calculation gives 0.0365 Ha.

Geometry (Å):
C  -1.13  -0.47  -0.06
C  0.28  -0.18  -0.56
C  1.09  0.55  0.45
O  0.67  0.98  1.50
H  -1.78  -0.68  -0.90
H  -1.09  -1.34  0.58
H  -1.44  0.39  0.52
H  0.89  -0.84  -1.15
H  2.17  0.60  0.24
H  0.35  0.99  -0.60


Record 2
The following is a DFT calculation (ωB97M-V/def2-TZVPD) of C3H6O in the gas phase.

For the HOMO energy (alpha / beta), the calculation gives -7.44 / -6.99 eV. For the LUMO energy (alpha / beta), the calculation gives 0.0398 / 0.0322 Ha.

Geometry (Å):
C  2.21  -0.17  -0.11
C  -0.11  0.47  0.47
C  -1.47  0.06  -0.07
O  0.86  -0.03  -0.17
H  2.68  -0.95  -0.82
H  2.68  0.33  0.65
H  0.02  1.27  1.12
H  -2.00  0.85  -0.62
H  -2.26  -0.26  0.66
H  -1.15  -0.69  -0.81


Record 3
The following is a DFT calculation (ωB97M-V/def2-TZVPD) of C3H6O in the gas phase.

The structure (SMILES) is C=CCO. For the HOMO energy, the calculation gives -9.28 eV. For the LUMO energy, the calculation gives 0.0351 Ha.

Geometry (Å):
C  -1.52  -0.53  0.04
C  -0.81  0.61  -0.04
C  0.72  0.58  0.10
O  1.38  -0.56  -0.11
H  -2.58  -0.49  0.19
H  -1.07  -1.50  -0.20
H  -1.23  1.49  -0.39
H  1.01  1.26  1.01
H  1.17  1.15  -0.76
H  1.33  -1.37  0.44


Record 4
The following is a DFT calculation (ωB97M-V/def2-TZVPD) of C3H6O in the gas phase.

The structure (SMILES) is C[C@H]1CO1. For the HOMO energy, the calculation gives -10.15 eV. For the LUMO energy, the calculation gives 0.0447 Ha.

Geometry (Å):
C  -1.30  0.29  0.17
C  0.04  -0.23  -0.41
C  1.48  0.00  -0.01
O  0.69  -1.00  0.57
H  -1.55  -0.41  0.98
H  -2.13  0.23  -0.54
H  -1.30  1.29  0.61
H  -0.06  -0.62  -1.42
H  2.37  -0.48  -0.46
H  1.74  0.94  0.48


Record 5
The following is a DFT calculation (ωB97M-V/def2-TZVPD) of C3H6O in the gas phase.

The structure (SMILES) is C/C=C\O. For the HOMO energy, the calculation gives -9.22 eV. For the LUMO energy, the calculation gives 0.0331 Ha.

Geometry (Å):
C  -1.27  -0.19  0.21
C  -0.04  0.67  0.25
C  1.19  0.33  -0.08
O  1.66  -0.99  -0.02
H  -1.11  -1.03  -0.47
H  -2.06  0.38  -0.29
H  -1.61  -0.52  1.19
H  -0.16  1.71  0.53
H  1.93  1.04  -0.44
H  1.48  -1.39  -0.88


Record 6
The following is a DFT calculation (ωB97M-V/def2-TZVPD) of a molecular structure, C3H6O.

For the HOMO energy, the calculation gives -9.75 eV. For the LUMO energy, the calculation gives 0.0410 Ha.

Geometry (Å):
C  -0.53  -0.22  0.52
C  0.89  -0.60  0.17
C  -0.48  0.70  -0.62
H  -1.37  -0.89  0.31
H  -0.69  0.22  1.55
H  1.75  0.16  0.55
H  1.32  -1.81  0.43
H  -1.45  0.85  -1.27
H  0.00  1.77  -0.44
O  0.56  -0.18  -1.20


Record 7
The following is a DFT calculation (ωB97M-V/def2-TZVPD) of 2 unconnected molecules or ions with the total composition C3H6O.

For the HOMO energy, the calculation gives -10.38 eV. For the LUMO energy, the calculation gives -0.0069 Ha.

Geometry (Å):
C  -2.43  -0.33  0.18
C  -2.04  0.83  -0.09
C  1.81  0.42  0.02
O  0.88  -0.56  0.25
H  -1.60  -1.06  -0.10
H  -3.31  -0.85  0.58
H  0.56  -0.83  -0.67
H  1.39  1.23  -0.70
H  2.82  0.12  -0.43
H  1.92  1.03  0.96


Record 8
The following is a DFT calculation (ωB97M-V/def2-TZVPD) of C3H6O2 in the gas phase.

The structure (SMILES) is O[C@@H]1C[C@@H]1O. For the HOMO energy, the calculation gives -9.54 eV. For the LUMO energy, the calculation gives 0.0324 Ha.

Geometry (Å):
O  -1.44  -0.79  -0.09
C  -0.67  0.21  0.38
C  -0.08  1.27  -0.49
C  0.75  0.25  0.59
O  1.24  -0.84  -0.19
H  -0.88  -1.28  -0.85
H  -1.17  0.92  1.14
H  -0.16  2.34  -0.47
H  0.53  0.91  -1.57
H  1.23  0.31  1.72
H  2.02  -0.57  -0.64


| no. | E (eV) |
| --- | --- |
| 1 | -5253.580 |
| 2 | -5251.456 |
| 3 | -5253.677 |
| 4 | -5253.768 |
| 5 | -5254.464 |
| 6 | -5252.899 |
| 7 | -5250.670 |
| 8 | -7299.606 |